1.
Here is 3 unconnected molecules or ions with the total composition C2H7N3O2 in a non-equilibrium geometry from OMol25. Energies are from ωB97M-V with the def2-TZVPD basis set.

Structure (XYZ):
```
14
Properties=species:S:1:pos:R:3:forces:R:3
N 1.11851 0.91918 3.39285 -1.09 0.71 -0.61
N 2.01872 0.62942 3.96528 -0.88 -0.02 -0.28
O 2.92530 0.26552 4.58485 1.99 -0.55 1.14
H 0.08476 0.81954 1.10690 2.09 -0.30 -1.77
N 0.93821 0.73773 0.40066 -1.91 -0.13 1.92
C 1.52135 -0.38284 0.52870 0.91 0.49 -2.38
C 1.19165 -1.49996 1.42221 1.55 1.90 4.40
H 2.40736 -0.50587 -0.19943 -1.16 -0.09 1.22
H 2.05625 -1.62774 2.18624 -0.79 0.17 -1.32
H 1.01620 -2.46349 1.13863 -0.39 -2.38 -1.79
H 0.40657 -1.24763 2.14670 -0.31 0.21 -0.55
O -2.78816 2.00298 -1.44354 -0.01 0.04 0.46
H -2.81868 2.03473 -2.39891 -0.05 -0.16 -0.22
H -3.11319 1.13660 -1.17418 0.05 0.12 -0.23
```
Forces are in eV/Å.

Summary:
Highest occupied orbital energy   -9.95 eV
2S+1   1
Structure (SMILES)   N#[N+][O-].[H]/N=C\C.O
Frontier orbital gap   0.398 Eh
Calculated total energy   -395.0441 a.u.

Here are the Mulliken charges for atoms 1 to 8, given in e: number 1, N, carries -0.274; number 2, N, carries 0.805; number 3, O, carries -0.551; number 4, H, carries 0.273; number 5, N, carries -0.577; number 6, C, carries 0.212; number 7, C, carries -1.062; number 8, H, carries 0.297


2.
Here is 2 unconnected molecules or ions with the total composition CH4N4O2S in a non-equilibrium geometry from OMol25. Energies are from ωB97M-V with the def2-TZVPD basis set.

Structure (XYZ):
```
12
Properties=species:S:1:pos:R:3:forces:R:3
C 1.99695 0.42271 0.11049 3.19 -0.16 -0.13
N 0.88428 0.49196 -0.65812 -3.78 0.11 -1.44
N 3.13040 -0.21625 -0.48336 -0.77 0.34 0.35
N -3.41000 0.61882 0.62736 0.42 -0.70 -0.83
N -2.71288 1.35608 -0.10126 -2.58 -0.05 1.59
O 2.13059 1.00384 1.15503 -0.54 -0.05 0.78
O -1.22922 -0.95615 -0.30842 0.97 2.81 -1.06
S -0.64856 0.31257 -0.89344 2.95 -3.39 1.03
H 3.15506 -0.31214 -1.48678 -0.20 -0.06 0.07
H 4.05079 -0.01362 -0.06370 -1.21 0.02 -0.16
H -3.07719 -0.44865 0.66761 0.32 2.71 -0.41
H -3.23464 2.31372 -0.13460 1.22 -1.58 0.19
```
Forces are in eV/Å.

Summary:
Highest occupied orbital energy   -9.76 eV
2S+1   1
Frontier orbital gap   0.321 Eh
Calculated total energy   -808.0974 a.u.

Here are the Mulliken charges for atoms 1 to 8, given in e: number 1, C, carries 0.525; number 2, N, carries -0.217; number 3, N, carries -0.431; number 4, N, carries -0.377; number 5, N, carries -0.089; number 6, O, carries -0.540; number 7, O, carries -0.522; number 8, S, carries 0.623


3.
Here is a molecular structure, C35H39N4O4PS3SnTe from OMol25. Energies are from ωB97M-V with the def2-TZVPD basis set.

Structure (XYZ):
```
88
Properties=species:S:1:pos:R:3:forces:R:3
Sn -0.19958 -0.46542 0.09003 -0.14 0.00 0.11
N -0.86570 3.37697 0.63837 -0.31 0.06 0.25
P -0.52091 2.02366 1.63842 0.30 0.00 -0.27
C -1.64148 2.33838 3.02817 0.05 -0.09 0.06
C -1.26896 1.92764 4.30965 -0.01 0.04 0.01
C -2.15606 2.05675 5.36660 -0.02 0.01 0.00
C -3.41902 2.59616 5.15907 0.03 -0.01 -0.01
C -3.79835 2.99353 3.88567 0.01 -0.01 -0.01
C -2.91735 2.85657 2.82182 -0.06 -0.03 -0.03
C 1.13785 2.41227 2.29234 0.09 -0.19 -0.07
C 2.20888 1.43494 1.89510 -0.02 -0.04 0.09
C 3.65406 1.78963 2.36276 -0.05 -0.02 0.02
C 3.82122 3.25060 2.71794 0.03 -0.09 -0.02
C 2.79652 4.02644 3.05402 -0.16 0.02 0.03
C 1.41294 3.56341 2.90866 0.13 0.17 -0.06
C -0.85607 3.33719 -0.74260 0.12 0.01 0.12
C -1.35966 4.40431 -1.49976 0.01 -0.04 -0.01
C -1.30298 4.30820 -2.87097 0.01 0.01 -0.06
C -0.76263 3.16919 -3.46649 -0.01 0.01 0.05
C -0.29444 2.17546 -2.63174 -0.02 0.02 0.01
N -0.32294 2.25790 -1.30052 0.04 -0.04 -0.10
H -1.16969 4.24171 1.06150 0.03 0.00 -0.06
H -0.28628 1.50092 4.47116 0.00 0.00 0.00
H -1.85874 1.73612 6.35666 0.00 0.00 0.01
H -4.10748 2.70122 5.98725 -0.01 0.00 0.01
H -4.78652 3.40009 3.71472 -0.01 0.01 0.00
H -3.23587 3.13408 1.82427 0.01 0.00 0.00
H 2.21059 1.31750 0.80814 -0.01 0.08 -0.01
H 4.31862 1.54958 1.52864 0.02 0.02 -0.01
H 4.83918 3.61367 2.79634 0.01 0.00 0.01
H 2.97110 5.03753 3.40069 -0.02 0.01 0.00
H 0.61042 4.22848 3.21212 0.01 0.00 0.01
H -1.78127 5.27318 -1.01171 -0.01 0.00 0.01
H -1.68310 5.11726 -3.48164 0.00 0.00 -0.01
H -0.71040 3.05936 -4.53959 0.00 0.01 -0.01
H 0.13795 1.26398 -3.03201 -0.01 -0.02 0.00
C -2.60847 -1.62110 3.08118 -0.10 0.01 -0.01
C -2.43567 -2.35627 1.76040 0.17 0.05 -0.04
C -3.04456 -3.74058 1.78295 -0.08 -0.07 -0.04
O -1.02241 -2.46737 1.45670 -0.06 -0.05 -0.06
C -3.00383 -1.47805 0.61700 0.02 0.02 0.12
O -3.99752 -1.82842 0.01025 -0.15 -0.04 -0.09
O -2.34553 -0.37806 0.43006 0.13 -0.12 -0.07
H -2.16943 -2.20217 3.89682 0.02 0.00 0.00
H -3.66864 -1.48389 3.29841 -0.01 0.00 0.00
H -2.13053 -0.64233 3.04025 0.00 0.00 0.01
H -2.72666 -4.28303 2.67515 0.03 0.00 0.01
H -2.73021 -4.30622 0.90568 -0.01 0.03 -0.03
H -4.13095 -3.67344 1.76939 0.00 0.01 0.04
H -0.51969 -2.47189 2.28075 0.00 0.02 0.00
N 6.23721 0.75071 -4.85045 0.06 -0.04 -0.10
C 5.19145 -0.08462 -4.95814 -0.09 0.05 0.24
S 4.95441 -1.06428 -6.25400 -0.02 0.02 0.00
C 4.24668 -0.02724 -3.79511 0.11 -0.01 -0.21
C 4.02249 1.15730 -3.10205 -0.05 0.06 0.04
C 3.13002 1.15052 -2.04002 0.01 -0.05 -0.08
N 2.48253 0.06144 -1.64008 0.07 0.13 0.07
C 2.69842 -1.06820 -2.31002 -0.07 -0.05 0.02
C 3.55872 -1.16137 -3.39169 -0.02 -0.04 0.04
H 6.92687 0.74780 -5.58349 0.00 0.01 0.01
H 6.45086 1.21133 -3.98302 0.00 0.01 0.01
H 4.48664 2.08881 -3.39840 0.02 -0.01 -0.02
H 2.91232 2.06756 -1.50196 0.00 0.00 0.03
H 2.13584 -1.93305 -1.97244 0.00 0.00 0.01
H 3.69822 -2.09450 -3.91924 0.00 0.00 0.00
O -0.58036 -2.56438 -1.67402 -0.04 -0.28 -0.13
S -1.06743 -3.98172 -1.87414 0.06 0.33 0.37
C -0.38602 -4.50520 -3.47602 0.03 0.03 -0.14
C -1.55336 -4.89971 -4.37400 0.00 0.00 0.05
C -2.65621 -3.89284 -4.05468 0.00 0.03 0.02
C -2.75523 -3.88452 -2.53491 -0.07 -0.02 0.00
H 0.36268 -5.27889 -3.32054 -0.02 -0.03 -0.01
H 0.10073 -3.59421 -3.83187 0.03 -0.04 -0.03
H -1.89495 -5.90878 -4.12950 0.01 -0.01 -0.01
H -1.25937 -4.89971 -5.42352 0.00 0.04 -0.01
H -3.60937 -4.15514 -4.51303 -0.01 -0.01 0.00
H -2.37635 -2.90018 -4.41328 0.02 0.00 -0.01
H -3.28069 -4.76651 -2.16151 0.00 0.00 -0.02
H -3.20330 -3.00042 -2.08230 -0.03 0.03 0.02
Te 1.53352 -0.54463 2.57606 0.01 0.05 -0.01
C 4.16131 1.01117 3.55459 -0.07 0.10 -0.01
C 3.74261 1.08943 4.84911 0.02 -0.02 0.04
C 4.42953 0.18799 5.70640 0.00 0.00 -0.04
C 5.37054 -0.54329 5.04620 -0.06 0.03 0.05
S 5.41270 -0.14236 3.38770 0.06 -0.09 -0.08
H 2.95738 1.75924 5.17090 0.00 0.01 0.00
H 4.23174 0.08776 6.76338 0.00 0.00 0.01
H 6.03346 -1.29165 5.44673 0.01 -0.01 0.01
```
Forces are in eV/Å.

Summary:
Highest occupied orbital energy   -6.62 eV
2S+1   1
Frontier orbital gap   0.233 Eh
Calculated total energy   -3895.3627 a.u.

Here are the Mulliken charges for atoms 1 to 8, given in e: number 1, Sn, carries 1.556; number 2, N, carries 0.179; number 3, P, carries 1.065; number 4, C, carries 0.026; number 5, C, carries -0.376; number 6, C, carries -0.642; number 7, C, carries -0.547; number 8, C, carries -0.639


4.
Here is a molecular structure, C32H55BN7O2OsP in a non-equilibrium geometry from OMol25. Energies are from ωB97M-V with the def2-TZVPD basis set.

Structure (XYZ):
```
99
Properties=species:S:1:pos:R:3:forces:R:3
Os 0.05033 0.17215 -0.09987 -1.33 -0.03 0.09
N -0.18946 -0.25437 2.05674 0.22 -0.33 -0.57
C 1.08114 0.12181 2.65838 0.12 -0.15 0.16
C 1.14392 0.93459 3.77363 -0.09 0.08 0.03
C 2.38425 1.23984 4.31642 0.03 0.01 -0.08
C 3.54448 0.74424 3.73548 -0.06 -0.02 0.03
C 3.46900 -0.06467 2.61039 0.07 0.01 -0.01
C 2.23308 -0.38180 2.07218 -0.13 -0.09 -0.07
H -0.95803 0.24528 2.49556 -0.01 0.08 -0.09
H -0.35629 -1.24736 2.21690 -0.13 0.02 0.13
H 0.23841 1.32254 4.22580 0.01 -0.02 0.01
H 2.44089 1.85988 5.20034 0.00 0.01 -0.01
H 4.50663 0.97560 4.17090 0.00 0.01 -0.01
H 4.37253 -0.45904 2.16500 -0.01 -0.01 0.00
H 2.16036 -1.04212 1.20355 0.06 -0.05 0.04
N -2.45963 -5.36559 -1.53872 0.04 0.05 0.02
C -1.84350 -4.21671 -1.23267 -0.02 0.05 -0.02
C -2.15012 -3.01195 -1.89829 0.02 -0.06 0.02
C -1.49993 -1.86016 -1.55551 0.01 -0.21 0.04
N -0.55787 -1.80073 -0.58762 0.31 0.60 0.43
C -0.25692 -2.95051 0.04704 0.07 0.04 0.06
C -0.85858 -4.14552 -0.22826 0.01 -0.11 -0.01
H -3.14991 -5.40308 -2.26784 -0.01 -0.05 0.00
H -2.20935 -6.22711 -1.08564 -0.03 -0.01 -0.01
H -2.89758 -2.99390 -2.68041 0.02 0.03 -0.01
H -1.72040 -0.93263 -2.05784 -0.05 0.00 -0.04
H 0.51607 -2.90097 0.80523 0.00 0.01 0.00
H -0.57192 -5.02831 0.32673 0.03 0.01 -0.01
C 4.22852 0.28000 -3.53648 -0.12 -0.01 0.02
C 3.86301 0.28197 -2.06593 0.15 0.05 0.11
C 4.69788 -0.75370 -1.32844 -0.15 -0.02 0.00
O 2.46320 -0.13531 -1.92263 -0.03 0.05 -0.10
B 1.89768 0.66357 -0.97912 0.68 -0.41 -0.06
O 2.67388 1.68486 -0.55351 -0.05 0.11 0.16
C 3.87859 1.70252 -1.38783 0.01 0.02 -0.34
C 3.69443 2.83875 -2.38346 -0.09 -0.04 0.12
C 5.08167 1.97838 -0.51124 -0.10 -0.01 0.06
H 4.19344 -0.74059 -3.91719 0.03 0.00 0.00
H 5.23949 0.66476 -3.67435 0.01 -0.03 -0.02
H 3.54042 0.88571 -4.12167 0.02 0.02 -0.02
H 4.48522 -1.73656 -1.74848 0.03 0.00 0.00
H 4.45545 -0.77719 -0.26452 0.03 0.01 0.00
H 5.76142 -0.55138 -1.44840 0.01 -0.01 0.06
H 2.79530 2.69039 -2.98558 0.03 0.00 -0.04
H 4.55810 2.92255 -3.04139 -0.03 0.03 -0.03
H 3.58593 3.77344 -1.83342 0.01 0.00 -0.02
H 5.18788 1.24576 0.28576 0.00 0.00 0.00
H 4.97037 2.96271 -0.05755 0.05 0.01 0.00
H 5.99072 1.97663 -1.11380 0.01 0.01 0.02
N -0.65126 1.35724 -1.18274 0.63 0.24 -0.09
P -1.43882 2.00806 -2.46003 -0.98 0.75 -1.01
N -3.06502 2.18682 -2.28890 0.05 -0.25 0.55
C -3.58203 3.25290 -1.40645 0.04 0.05 0.06
C -3.84725 2.75070 0.00932 -0.18 -0.07 -0.20
C -4.81896 1.57430 -0.03772 0.21 -0.06 0.09
C -4.23039 0.47070 -0.91321 -0.12 0.20 -0.07
C -3.94944 1.00580 -2.31571 0.07 -0.05 0.01
N -1.30047 1.08563 -3.80185 0.20 -0.64 0.34
C -0.27214 0.04721 -3.99436 0.13 0.17 -0.18
C 0.67458 0.41181 -5.13086 -0.13 -0.02 -0.03
C -0.10267 0.67712 -6.41875 0.06 0.15 0.10
C -1.16681 1.74574 -6.18070 0.00 -0.18 0.00
C -2.07798 1.33606 -5.03013 0.03 0.17 -0.05
N -0.85442 3.51713 -2.63007 0.50 -0.04 0.57
C 0.13097 4.12533 -1.70010 -0.06 0.06 0.04
C 0.95170 5.17435 -2.43281 -0.13 0.05 -0.06
C 0.06244 6.32856 -2.93400 -0.05 -0.08 0.05
C -1.37742 5.85361 -3.17467 0.11 -0.05 0.04
C -1.37557 4.41811 -3.67976 0.00 0.02 -0.09
H -4.51335 3.62178 -1.84561 0.02 0.01 -0.04
H -2.86816 4.07294 -1.39148 -0.03 0.03 -0.07
H -4.25307 3.56546 0.60992 0.05 0.02 0.02
H -2.89718 2.43333 0.45428 -0.01 0.06 0.07
H -5.76958 1.90826 -0.46321 -0.03 -0.03 0.05
H -5.02328 1.19930 0.96573 -0.04 0.01 -0.01
H -4.90936 -0.38161 -0.97423 0.05 -0.03 -0.03
H -3.28736 0.12829 -0.47117 -0.03 -0.10 0.03
H -4.88819 1.30150 -2.79238 0.02 0.02 -0.03
H -3.48719 0.24176 -2.94028 -0.06 0.02 -0.07
H -0.78130 -0.89244 -4.24315 -0.03 0.01 0.03
H 0.28286 -0.09691 -3.07289 0.02 -0.06 0.02
H 1.38538 -0.40380 -5.27365 0.05 0.04 0.04
H 1.23541 1.30825 -4.84483 0.04 -0.03 -0.01
H -0.58600 -0.24745 -6.74970 0.03 -0.01 -0.04
H 0.57819 0.99512 -7.20804 -0.02 -0.06 -0.05
H -1.77296 1.88880 -7.07644 0.00 0.04 0.01
H -0.68502 2.69748 -5.94678 -0.02 0.03 -0.02
H -2.59086 0.40604 -5.30138 -0.06 0.01 0.08
H -2.83207 2.09438 -4.83272 -0.05 -0.05 0.01
H 0.75775 3.33902 -1.29028 0.10 0.07 -0.03
H -0.38628 4.59715 -0.85571 -0.04 -0.04 -0.01
H 1.46609 4.69869 -3.27120 0.02 0.00 0.02
H 1.71597 5.55650 -1.75601 0.05 -0.04 -0.03
H 0.47497 6.73035 -3.85970 0.02 0.04 0.03
H 0.05608 7.13778 -2.20380 0.02 0.04 -0.04
H -1.87797 6.49023 -3.90333 -0.03 0.00 0.01
H -1.95345 5.90989 -2.24823 -0.05 0.02 -0.03
H -0.74027 4.36314 -4.56829 -0.03 -0.07 -0.02
H -2.37776 4.09634 -3.96224 -0.02 0.03 0.01
```
Forces are in eV/Å.

Summary:
Highest occupied orbital energy (spin up / spin down)   -13.45 / -13.55 eV
2S+1   1
Frontier orbital gap (spin up / spin down)   0.259 / 0.261 Eh
Net charge   +2
Calculated total energy   -2242.6610 a.u.

Here are the Mulliken charges for atoms 1 to 8, given in e: number 1, Os, carries 1.794; number 2, N, carries -0.387; number 3, C, carries 0.724; number 4, C, carries -0.865; number 5, C, carries -0.641; number 6, C, carries -0.774; number 7, C, carries -0.746; number 8, C, carries 0.009